1.
The following is a DFT calculation (ωB97M-V with the def2-TZVPD basis set) of a molecular structure, C7H10N2.

```
19
Properties=species:S:1:pos:R:3:forces:R:3:mulliken_charge:R:1
C -2.693 -0.346 0.139 0.4646 1.1698 -0.2852 0.276
C -0.060 1.177 -0.780 -0.0493 -0.9817 -1.0414 -0.398
C -0.303 -0.083 1.194 -2.7982 2.8064 0.6784 -1.354
C -1.862 0.832 0.461 2.0494 -4.8005 1.8892 0.071
C 0.581 -0.026 -0.007 -0.8115 1.2082 0.1195 1.692
C 2.034 0.219 0.284 1.3272 2.8663 -0.6078 -1.644
C 0.547 -1.207 -0.990 -0.1741 1.1743 0.2616 -1.433
N -3.255 -1.298 -0.157 -0.3723 -0.5536 -0.0307 -0.493
N -1.277 1.435 -0.629 -0.3167 1.8889 -0.4668 -0.545
H 0.352 1.650 -1.670 0.8159 -0.1638 0.1327 0.429
H -0.005 0.683 1.967 -0.1234 -1.0671 -0.6435 0.305
H -0.759 -0.960 1.643 0.6161 -0.3138 -0.2456 0.413
H -2.332 1.360 1.252 -0.1463 1.1232 0.3325 0.373
H 2.371 -0.696 0.662 1.1812 -1.0696 1.0130 0.442
H 2.393 1.151 0.876 -1.1896 -1.7212 -0.3421 0.340
H 2.576 0.405 -0.671 -0.3456 -0.4011 0.3305 0.387
H 1.163 -0.718 -1.771 -0.7570 -1.3149 -0.5913 0.424
H -0.491 -1.478 -1.193 0.1986 0.2042 -0.7155 0.324
H 1.020 -2.100 -0.609 0.4308 -0.0539 0.2124 0.392
```
Positions in Å, forces in eV/Å.

The calculation puts the LUMO energy at 0.7 eV. Its relative energy (zero: lowest compared OMol25 entry of this formula, charge and spin) is 275.9 kJ/mol. As for the total energy: -382.1471 Eh. Its orbital gap is 10.2 eV.


2.
The following is a DFT calculation (ωB97M-V with the def2-TZVPD basis set) of C7H10N2 in the gas phase.

```
19
Properties=species:S:1:pos:R:3:forces:R:3:mulliken_charge:R:1
C -0.008 0.523 -0.002 -0.0730 0.0673 0.1111 0.092
C -2.104 0.821 2.981 0.3314 -0.0779 -0.1366 -0.258
C -0.364 1.769 0.200 0.3433 -0.6114 -0.4508 0.237
C 0.243 -0.746 -0.125 0.0939 -0.1861 -0.2304 0.787
C 0.121 2.936 -0.611 -0.0281 -0.2119 0.0591 -1.236
C -0.620 -1.647 -0.969 -0.1341 0.1862 0.0812 -1.272
C 1.405 -1.421 0.548 -0.0669 0.1006 0.0823 -1.288
N -1.207 2.153 1.240 -0.3957 1.8311 -0.3521 -0.690
N -1.749 1.379 2.003 0.2763 -0.6181 0.9029 0.387
H 0.686 2.593 -1.473 0.0377 0.0008 -0.0045 0.319
H -0.727 3.528 -0.948 -0.0496 0.0884 -0.0218 0.328
H 0.756 3.565 0.010 0.0374 0.1358 -0.0049 0.272
H -0.009 -2.191 -1.686 0.0306 -0.1164 -0.0871 0.364
H -1.377 -1.078 -1.503 -0.0280 -0.0285 -0.0233 0.333
H -1.119 -2.370 -0.322 -0.0204 -0.1406 -0.0482 0.322
H 1.027 -2.112 1.303 0.0760 -0.0917 0.0498 0.318
H 2.058 -0.697 1.027 0.0525 -0.0002 0.0682 0.334
H 1.979 -1.997 -0.177 0.0560 -0.0407 -0.0103 0.369
H -2.950 0.319 3.367 -0.5393 -0.2869 0.0155 0.281
```
Positions in Å, forces in eV/Å.

The calculation puts the LUMO energy at 0.8 eV. Its relative energy (zero: lowest compared OMol25 entry of this formula, charge and spin) is 456.7 kJ/mol. As for the total energy: -382.0782 Eh. Its orbital gap is 8.6 eV.


3.
The following is a DFT calculation (ωB97M-V with the def2-TZVPD basis set) of C7H10N2 in the gas phase.

```
19
Properties=species:S:1:pos:R:3:forces:R:3:mulliken_charge:R:1
C 1.301 -0.717 2.627 0.0503 -0.9521 1.3295 0.378
C -0.150 1.508 -1.886 1.7358 0.5498 -0.0663 -0.461
C -0.248 -1.894 0.802 0.0616 0.3866 0.3050 -0.616
C -0.417 1.728 -0.328 -1.2422 -0.6585 -3.0537 -0.663
C -0.111 0.020 -1.549 -1.2819 -0.1404 -0.5188 -0.555
C 0.953 -1.048 1.344 -2.2850 0.3318 -5.3232 -0.325
C -0.726 -0.486 0.802 2.6043 -1.4351 0.0849 -0.390
N 1.502 -0.613 3.758 0.1455 0.4974 0.2014 -0.532
N -0.866 0.295 -0.308 2.5844 0.7224 -0.0995 -0.062
H -0.855 1.916 -2.620 -0.5107 -0.5920 0.6580 0.265
H 0.809 1.823 -2.342 -0.1895 0.1893 0.8544 0.233
H -0.151 -2.422 -0.196 0.2853 0.8495 1.3284 0.212
H -0.604 -2.547 1.567 -0.7793 -0.3789 0.2328 0.355
H 0.425 2.099 0.187 1.1834 -0.3714 1.0402 0.316
H -1.238 2.367 -0.190 -1.1032 1.0309 0.5768 0.363
H -0.818 -0.563 -2.052 -0.4719 -1.2060 -1.7964 0.355
H 0.885 -0.479 -1.617 -0.5207 0.5305 0.8436 0.261
H 1.563 -0.948 0.422 0.3816 0.6366 1.5053 0.297
H -1.256 -0.040 1.577 -0.6477 0.0096 1.8977 0.570
```
Positions in Å, forces in eV/Å.

The calculation puts the LUMO energy at 0.8 eV. Its relative energy (zero: lowest compared OMol25 entry of this formula, charge and spin) is 415.9 kJ/mol. As for the total energy: -382.0938 Eh. Its orbital gap is 8.9 eV. Its SMILES is N#C[C@H]1C[C@@H]1N1CCC1.


For the records above, the corresponding max |F| values read 0.1079 0.0371 0.1128 Eh/bohr.
For the records above, the corresponding HOMO energy values read -9.492 -7.770 -8.122 eV.